1.
Computed, not measured: a 7-piece molecular cluster, C47H53BrF3N2O6P overall at a distorted geometry, with ωB97M-V/def2-TZVPD.

Computed properties:
Electronic energy (eV): -152341.904
Gap between HOMO and LUMO (Ha): 0.328
LUMO energy (Ha): -0.0045

Cartesian coordinates (Å):
O -0.94914 3.47840 4.76458
N -1.46427 3.43798 3.70255
O -0.52806 3.38255 2.69992
C -1.25456 3.06528 1.48496
C -0.71355 3.93659 0.21768
O -1.06082 5.12415 0.03675
N 0.15300 3.09115 -0.62995
C 0.29080 1.66936 -0.09548
C 0.44124 0.82153 -1.44075
C 1.00831 -0.69565 -1.21123
C 2.49682 -0.91862 -1.75194
O 3.37111 -1.23924 -0.61514
C 1.74583 1.73803 0.55293
F 2.13153 0.62108 1.31449
F 2.79030 1.87896 -0.42571
F 1.95264 2.87326 1.39643
C -1.02917 1.60229 0.79370
C -2.32327 1.60026 -0.21604
C -3.11569 0.21446 -0.31564
C -2.30433 -1.04508 -0.85524
O -3.24892 -2.17342 -0.86760
P -1.30475 0.29834 2.12876
O -2.79805 0.76009 2.89952
Br 0.16250 0.35896 3.83901
H -2.32818 3.31389 1.81975
H 1.01128 3.52963 -0.97808
H 1.17135 1.28567 -2.20280
H -0.52333 0.67991 -2.03341
H 0.86226 -0.99251 -0.10855
H 0.32767 -1.42065 -1.79604
H 2.90949 -0.09049 -2.41221
H 2.48004 -1.88821 -2.37648
H 3.83523 -0.40570 -0.39698
H -3.11752 2.37130 0.11449
H -2.05348 1.92274 -1.27597
H -3.95429 0.39370 -1.09252
H -3.69240 -0.07553 0.64073
H -1.95437 -0.95457 -1.94413
H -1.45551 -1.38450 -0.15992
H -4.01689 -1.96627 -0.29795
H -3.33395 1.31658 2.29651
C 2.37515 -5.23147 -6.66927
C 1.50602 -4.94374 -5.62184
C 2.01099 -4.57811 -4.37819
C 3.38697 -4.50428 -4.18029
C 4.25617 -4.80090 -5.22517
C 3.75067 -5.16299 -6.47037
H 1.98088 -5.51007 -7.64052
H 0.43366 -5.00379 -5.77515
H 1.33262 -4.35056 -3.56251
H 3.78128 -4.21679 -3.21141
H 5.32887 -4.74916 -5.06955
H 4.42854 -5.39205 -7.28593
C -7.73851 -1.02890 1.43018
C -8.22664 -2.03558 2.25653
C -7.40258 -2.60478 3.22271
C -6.08810 -2.16998 3.35977
C -5.59666 -1.16938 2.52725
C -6.42214 -0.59758 1.56337
H -8.38300 -0.58076 0.68170
H -9.25088 -2.37675 2.14830
H -7.78484 -3.38747 3.86909
H -5.44654 -2.61161 4.11430
H -4.56922 -0.83395 2.63005
H -6.04008 0.18477 0.91510
C 5.74096 -0.76199 4.88005
C 6.42718 -1.84360 4.33670
C 6.11001 -2.30020 3.06123
C 5.10279 -1.67758 2.32976
C 4.41026 -0.60162 2.87679
C 4.72974 -0.14261 4.15077
H 5.99304 -0.40200 5.87201
H 7.21068 -2.33080 4.90773
H 6.64759 -3.14147 2.63675
H 4.85672 -2.03170 1.33425
H 3.62108 -0.11927 2.30994
H 4.19095 0.69792 4.57609
C -11.35696 2.70552 0.94939
C -11.37947 3.71988 -0.00238
C -10.94499 3.46760 -1.29967
C -10.48352 2.20111 -1.64468
C -10.45226 1.18897 -0.69067
C -10.89039 1.44028 0.60626
H -11.70204 2.90085 1.95887
H -11.73688 4.70814 0.26702
H -10.96594 4.25796 -2.04231
H -10.14722 2.00350 -2.65668
H -10.08684 0.20269 -0.95820
H -10.86824 0.65051 1.34976
C 5.65090 -2.50676 -8.68516
C 5.83817 -2.21825 -7.33726
C 6.66080 -1.16190 -6.95901
C 7.30009 -0.39620 -7.92928
C 7.12002 -0.69059 -9.27704
C 6.29448 -1.74453 -9.65544
H 5.00409 -3.32626 -8.97992
H 5.34155 -2.81701 -6.58071
H 6.80397 -0.93502 -5.90784
H 7.93942 0.42893 -7.63481
H 7.62300 -0.09742 -10.03361
H 6.15234 -1.97246 -10.70642
C 4.00458 4.04587 8.68411
C 3.51920 4.13952 7.38367
C 4.17866 3.48900 6.34580
C 5.32688 2.74766 6.60777
C 5.81742 2.66151 7.90682
C 5.15589 3.30902 8.94532
H 3.48648 4.54769 9.49413
H 2.62545 4.71948 7.17890
H 3.79794 3.55946 5.33222
H 5.83971 2.23815 5.79896
H 6.71602 2.08828 8.11039
H 5.53710 3.23990 9.95852

=====

2.
Computed, not measured: C37H52BN10O2RbS3 as an isolated structure, with ωB97M-V/def2-TZVPD.

Computed properties:
Energy relative to the best compared isomer or geometry (same formula, charge and spin) (eV): 0.5454
Electronic energy (eV): -92049.034
Gap between HOMO and LUMO (Ha): 0.217
LUMO energy (Ha): -0.0203

Cartesian coordinates (Å):
Rb -0.64205 -0.68918 0.86868
C 3.79474 2.24410 -5.02645
C 3.23652 1.78611 -3.70577
C 3.94098 1.86326 -2.54421
C 3.38754 1.42698 -1.30800
C 4.14913 1.44329 -0.12968
N 3.67651 1.05143 1.02574
C 4.41814 0.98002 2.27336
C 3.85603 -0.11273 3.17443
C 2.41792 0.19913 3.59886
N 2.04992 -0.47428 4.84184
C 2.11969 -1.75606 5.12816
C 2.21987 -2.85444 4.26340
C 2.81749 -4.04200 4.77034
C 2.95194 -5.16674 4.01642
C 3.61117 -6.41875 4.52859
C 2.39693 -5.14319 2.71047
C 1.72951 -4.07466 2.17456
C 1.09213 -4.27073 0.86710
N 0.36077 -3.44348 0.24706
C -0.19308 -3.86855 -1.03107
C 0.73255 -3.50802 -2.18899
C 1.08477 -2.02871 -2.25720
N -0.11192 -1.19902 -2.38830
C 0.03780 0.05453 -2.49704
C 1.35925 0.75265 -2.51017
C 1.93517 1.20699 -3.65911
C 2.05039 0.90243 -1.25670
O 1.50217 0.56600 -0.16764
C 1.57218 -2.85129 2.95976
O 0.84296 -1.91705 2.59569
H 4.69601 2.84065 -4.88572
H 3.07109 2.85503 -5.56926
H 4.05040 1.39668 -5.66720
H 4.94814 2.26999 -2.54546
H 5.18631 1.77039 -0.16325
H 2.67833 0.76517 0.95577
H 4.35101 1.94225 2.79045
H 5.46786 0.79295 2.04326
H 4.49050 -0.17355 4.06191
H 3.91705 -1.07661 2.66419
H 1.68277 -0.07246 2.84321
H 2.29357 1.26202 3.79642
H 1.79063 0.14298 5.59689
H 2.10297 -1.96369 6.19585
H 3.20812 -4.02593 5.78436
H 4.10743 -6.23951 5.48216
H 4.36219 -6.78663 3.82640
H 2.88363 -7.22039 4.67633
H 2.46829 -6.04971 2.11381
H 1.26783 -5.27503 0.44768
H -1.13785 -3.34096 -1.17920
H -0.41588 -4.94247 -1.04708
H 0.25166 -3.81014 -3.12330
H 1.65963 -4.08343 -2.10298
H 1.75160 -1.85824 -3.10870
H 1.63317 -1.73722 -1.35533
H -0.87105 0.65743 -2.56943
H 1.38529 1.10864 -4.59180
C 0.91673 3.48963 1.91045
N -0.49311 3.65110 2.15448
C -1.29999 4.65402 1.63869
C -2.55165 4.37689 2.04872
N -2.52394 3.22894 2.80953
B -3.79309 2.53869 3.37060
N -4.00182 1.13907 2.69088
C -4.57461 0.09615 3.38709
C -4.77872 -0.93449 2.54098
N -4.31224 -0.51888 1.30656
C -4.39552 -1.26119 0.06845
C -3.83500 0.75531 1.40815
S -3.14661 1.59585 0.09745
C -1.25960 2.78049 2.87000
S -0.66406 1.39196 3.65050
H 1.30150 4.40921 1.47209
H 1.09488 2.65605 1.22903
H 1.42930 3.29015 2.85171
H -0.90341 5.44698 1.02962
H -3.48028 4.88070 1.85075
H -3.68881 2.33050 4.55438
H -4.73030 3.26015 3.11104
H -4.77970 0.18570 4.43902
H -5.20307 -1.91151 2.69139
H -4.87331 -2.21755 0.27138
H -3.40630 -1.42460 -0.35486
H -4.96056 -0.70339 -0.67635
C -5.08520 2.22646 -2.78585
N -3.86886 2.10683 -3.57187
C -3.02723 3.29063 -3.54656
C -3.47826 0.93390 -4.12007
S -4.13634 -0.52701 -3.67442
N -2.46126 1.04772 -5.06428
C -1.80144 -0.18691 -5.46787
C -2.79465 1.85849 -6.23325
H -5.60296 3.14077 -3.08582
H -4.85192 2.26600 -1.71887
H -5.71897 1.36460 -2.96813
H -2.91325 3.60917 -2.50673
H -3.47364 4.11827 -4.10632
H -2.04750 3.06546 -3.95663
H -1.54406 -0.78048 -4.59565
H -0.89493 0.08177 -6.01457
H -2.44036 -0.79879 -6.11363
H -3.24153 2.80830 -5.95249
H -3.49711 1.32228 -6.88362
H -1.88506 2.06029 -6.79923

=====

3.
Computed, not measured: C3H3DyMgO4 as an isolated structure at a distorted geometry, with ωB97M-V/def2-TZVPD.

Computed properties:
Energy relative to the best compared isomer or geometry (same formula, charge and spin) (eV): 0.5044
Electronic energy (eV): -40874.832
Spin multiplicity: 6
Gap between HOMO and LUMO (spin up / spin down) (Ha): 0.190 / 0.207
LUMO energy (spin up / spin down) (Ha): -0.0740 / -0.0585

Cartesian coordinates (Å):
O -2.51162 0.95314 -0.20956
C -2.68124 -0.27781 0.11629
O -3.44002 -0.65331 1.00782
Mg -0.96760 2.09521 -0.58752
O 0.35105 0.54888 -0.92937
C 0.54264 -0.66185 -0.47662
C 1.89776 -0.75160 0.22195
O 2.56339 0.42264 0.52314
Dy 2.01714 2.24057 -0.00989
H 2.50056 -1.41033 -0.44730
H 1.69994 -1.36921 1.12877
H -1.97201 -1.13632 -0.33770

=====

4.
Computed, not measured: a 3-piece molecular cluster, C26H39N2O15PS3 overall at a distorted geometry, with ωB97M-V/def2-TZVPD.

Computed properties:
Electronic energy (eV): -103061.341
Gap between HOMO and LUMO (Ha): 0.250
LUMO energy (Ha): -0.0788

Cartesian coordinates (Å):
C 6.62260 -1.54856 0.40750
C 5.86602 -1.00262 -0.95672
C 4.67045 -1.98371 -1.50553
O 4.11439 -2.93877 -0.70887
O 4.12570 -1.96079 -2.90327
C 3.10420 -0.91036 -3.03668
C 1.64780 -1.47415 -3.62767
C 0.51002 -0.98603 -2.54996
C 0.18602 0.63883 -2.32137
C 0.94129 1.85658 -3.12144
C 1.27917 3.15448 -2.12206
C 2.35103 2.70582 -0.96478
C 1.77302 2.75570 0.57145
O 2.87681 2.32874 1.46082
C 2.73195 0.92477 1.87664
C 2.07285 -0.28945 0.99219
O 3.23251 0.59350 3.09552
C -0.94598 1.11291 -1.18498
C -1.74267 -0.00200 -0.28331
P -2.99803 0.52067 1.05762
O -4.53937 -0.28503 0.96842
O -3.14689 2.28885 1.12883
S -2.17829 0.01866 2.79222
C -1.42915 -1.58590 -0.56700
C -0.32854 -2.08844 -1.67314
C -0.32157 -3.72750 -1.64552
O 0.44111 -4.63963 -2.25473
N -1.44960 -4.17453 -0.69186
N -2.54995 -4.73824 -1.34550
C -3.12534 -5.71902 -0.55152
O -3.77787 -6.31602 0.48379
C -2.02614 -2.97126 0.07467
O -2.90445 -2.92515 1.07942
H 6.56161 -0.73821 1.27952
H 6.17101 -2.53451 0.84780
H 7.78565 -1.74384 0.25144
H 6.73300 -0.83926 -1.75674
H 5.44351 0.08286 -0.70788
H 3.48213 -0.05862 -3.74430
H 2.97536 -0.42989 -1.95785
H 1.46644 -1.01944 -4.70658
H 1.75306 -2.63662 -3.71144
H 0.22855 2.29075 -3.96682
H 1.96388 1.57007 -3.61292
H 0.30928 3.67884 -1.71586
H 1.82345 3.96558 -2.80521
H 2.70607 1.61082 -1.23995
H 3.27424 3.44602 -1.03144
H 0.77367 2.16742 0.74210
H 1.51617 3.90051 0.79067
H 1.18924 0.02669 0.29228
H 1.60611 -1.05502 1.78019
H 2.83400 -0.91150 0.35571
H -1.17116 2.24721 -0.99558
H -4.74952 -0.53638 1.92733
H -2.27326 2.56760 1.56344
C 0.68869 9.37708 -2.54783
C 2.13148 9.61017 -2.13849
O 2.51466 8.76138 -1.06372
S 2.76713 7.18219 -1.37354
C 3.49210 6.74804 0.18665
O 3.77569 7.06064 -2.40373
O 1.48475 6.51520 -1.47224
H 0.55294 8.37510 -2.96488
H 0.37741 10.09903 -3.30726
H 0.02411 9.45914 -1.68200
H 2.81033 9.48502 -2.98880
H 2.24044 10.64350 -1.78889
H 4.44454 7.26826 0.29511
H 3.65134 5.66763 0.18994
H 2.80162 7.02212 0.98623
C -5.16271 -5.67664 3.32443
C -6.53225 -6.14882 2.87171
O -6.91748 -7.34805 3.53191
S -7.36797 -7.26349 5.09508
C -8.00590 -8.91221 5.24687
O -8.46502 -6.32830 5.21821
O -6.17986 -7.16574 5.91846
H -5.17355 -5.38490 4.37852
H -4.83683 -4.81069 2.74240
H -4.42424 -6.47761 3.21873
H -7.28835 -5.36977 3.01628
H -6.49694 -6.36796 1.79812
H -8.88267 -9.01636 4.60660
H -8.28305 -9.06640 6.29189
H -7.22594 -9.62098 4.96309

=====

> Look up the electronic energy of the second one.

-92049.034 eV